DFT (ωB97M-V/def2-TZVPD) results for a molecular structure, C39H30AsMoN4O6S9.

The geometry in XYZ format:
```
90
Properties=species:S:1:pos:R:3:forces:R:3
Mo 0.11435 0.73975 0.12862 0.019 0.179 0.021
S 2.22365 -2.92161 -2.17315 0.017 0.043 -0.070
C 1.50431 -1.63102 -1.41050 -0.059 -0.191 0.240
S 2.23599 -0.57573 -0.26440 0.070 0.026 -0.062
S -0.15424 -1.19343 -1.48195 0.004 0.018 -0.089
C 2.81654 1.87106 2.34883 -0.006 0.001 0.011
C 2.73515 2.46583 0.99354 0.004 -0.015 -0.037
N 1.81374 2.20224 0.10279 0.019 -0.039 0.053
C 2.03594 2.89434 -1.07010 -0.013 0.036 0.017
C 3.13785 3.68439 -1.07713 0.003 -0.025 -0.006
S 3.92572 3.56977 0.43288 -0.025 0.011 0.008
C 1.02906 2.74017 -2.10279 -0.008 0.001 -0.010
C 0.98137 3.34381 -3.31500 0.012 -0.012 -0.001
S -0.45074 2.88673 -4.11893 0.003 -0.010 0.011
C -0.91289 1.91246 -2.77815 0.014 -0.017 -0.013
N -0.04405 1.91947 -1.79605 -0.022 -0.002 0.015
C -2.19473 1.16250 -2.81429 -0.029 0.014 0.004
H 1.89118 2.06750 2.89104 0.008 -0.006 -0.009
H 3.66307 2.27548 2.90343 0.000 0.003 0.005
H 2.93104 0.79082 2.26314 0.007 -0.015 0.009
H 3.50388 4.31015 -1.87264 0.002 0.004 -0.008
H 1.70669 4.00606 -3.75567 0.004 0.006 -0.002
H -2.64216 1.21679 -3.80656 -0.007 0.014 -0.001
H -2.90259 1.55720 -2.08406 0.014 -0.020 -0.006
H -1.99565 0.11933 -2.57706 -0.010 -0.036 0.002
C 3.67986 -1.09701 5.26174 0.006 -0.006 -0.018
C 3.75012 -1.77292 4.05100 0.008 -0.008 0.008
C 2.68787 -1.72405 3.15867 -0.009 0.024 -0.013
C 1.54076 -0.99650 3.46869 0.019 -0.023 0.007
C 1.47302 -0.32928 4.68700 -0.010 0.004 0.002
C 2.53654 -0.37787 5.57912 -0.018 0.011 0.006
As 0.09916 -0.82588 2.15053 -0.015 0.039 -0.035
C -1.43173 -0.85801 3.34835 -0.015 -0.028 -0.013
C -1.96932 0.18869 4.08010 0.017 0.004 -0.002
C -3.12550 -0.01443 4.82033 -0.016 0.021 -0.011
C -3.76086 -1.24761 4.79426 -0.014 -0.019 -0.007
C -3.23327 -2.29771 4.05872 0.014 0.022 0.013
C -2.05202 -2.11138 3.34939 -0.001 -0.018 0.003
C -1.34694 -3.15855 2.57962 0.007 0.008 0.005
C -1.67942 -4.51031 2.57476 0.004 0.006 0.017
C -0.88411 -5.40824 1.87971 -0.004 -0.001 -0.008
C 0.22609 -4.96733 1.17005 -0.009 0.008 -0.007
C 0.55976 -3.61962 1.16151 -0.017 -0.022 -0.034
C -0.22057 -2.72412 1.87553 0.040 0.007 0.034
H 4.50991 -1.13563 5.95648 0.000 -0.002 0.002
H 4.63566 -2.34213 3.79583 0.002 0.004 0.000
H 2.76182 -2.23921 2.20950 -0.001 0.000 0.001
H 0.58084 0.22686 4.95012 0.010 -0.001 0.002
H 2.46739 0.14441 6.52582 0.000 0.001 0.002
H -1.51238 1.17035 4.06163 -0.003 -0.003 -0.001
H -3.55419 0.80465 5.38410 0.000 0.003 0.007
H -4.68793 -1.38814 5.33583 -0.001 -0.003 0.005
H -3.75242 -3.24686 4.02041 -0.004 -0.009 -0.001
H -2.54672 -4.86152 3.11815 -0.022 -0.007 -0.003
H -1.13681 -6.46109 1.88786 -0.011 -0.021 -0.010
H 0.83344 -5.66852 0.61061 0.003 -0.005 0.002
H 1.41817 -3.28677 0.59289 0.008 0.023 -0.028
S -0.74475 2.50563 1.80795 -0.014 0.034 0.032
C -0.89663 3.75138 0.64638 -0.024 -0.042 -0.046
N -1.99949 3.77577 -0.14797 0.050 0.010 0.052
C -2.18935 4.63846 -1.16103 0.011 -0.005 0.016
C -1.27225 5.61294 -1.42695 -0.007 -0.006 0.004
C -0.13810 5.68141 -0.59710 0.005 -0.013 0.003
C 0.04321 4.78495 0.42046 0.019 0.018 -0.015
H -2.70018 3.02639 0.00723 -0.047 0.026 -0.055
H -3.10065 4.50038 -1.72633 -0.005 -0.009 0.005
H -1.42749 6.30135 -2.24326 0.006 0.000 -0.001
H 0.60558 6.45035 -0.76842 0.001 0.004 0.000
H 0.91302 4.82306 1.06082 0.005 0.001 -0.004
O -4.35043 -0.47625 -0.61908 0.038 0.055 0.092
S -3.58094 0.53261 0.49922 -0.006 -0.122 0.063
O -3.91911 1.83665 -0.05596 0.030 0.009 -0.022
O -2.17954 0.17377 0.35046 -0.064 0.084 -0.132
O -4.18361 0.21434 1.74716 -0.027 -0.018 0.044
O -5.05093 -4.88389 2.46580 0.019 -0.009 -0.007
S -5.31543 -4.70700 1.06691 -0.006 0.025 0.008
O -6.59398 -5.10824 0.55746 0.006 -0.003 -0.001
N -5.02380 -3.13072 0.61497 -0.001 0.017 -0.015
C -4.05524 -3.09558 -0.22538 -0.052 -0.029 -0.009
S -3.51201 -1.75992 -1.15467 0.039 -0.013 -0.033
C -3.35955 -4.37914 -0.54546 0.022 0.005 -0.010
C -2.23182 -4.61040 -1.31611 0.017 0.016 0.013
C -1.82092 -5.92982 -1.46791 -0.011 -0.018 0.006
C -2.51013 -6.97230 -0.85693 0.015 0.004 0.017
C -3.61489 -6.72671 -0.04604 0.017 0.003 0.005
C -4.01137 -5.41557 0.09279 -0.009 -0.004 0.001
H -1.65542 -3.79963 -1.75102 -0.014 0.001 -0.007
H -0.93528 -6.14008 -2.05295 -0.001 0.006 -0.006
H -2.16355 -7.98929 -0.99097 -0.004 0.000 -0.001
H -4.13436 -7.52829 0.46198 -0.001 -0.005 -0.004
```
Positions in Å, forces in eV/Å.

net charge = -1
spin multiplicity = 1
LUMO level = 1.6870 eV
energy above the lowest of the compared OMol25 structures with the same formula, charge and spin = 0.4 kcal/mol
HOMO = -3.465 eV

=====

DFT (ωB97M-V/def2-TZVPD) results for a molecular structure, C39H30AsMoN4O6S9.

The geometry in XYZ format:
```
90
Properties=species:S:1:pos:R:3:forces:R:3
Mo 0.67255 0.39646 0.46852 -0.048 -0.602 0.011
S -3.97308 1.57862 -1.36782 -0.024 -0.026 -0.008
C -3.07730 0.50676 -0.42852 0.096 0.092 0.081
S -3.58421 -0.87384 0.32528 -0.024 -0.047 -0.032
S -1.38463 1.19982 -0.33542 -0.203 0.265 -0.142
C -0.97571 -2.89141 -0.20814 0.020 0.012 -0.007
C 0.45760 -2.86572 0.15799 0.020 -0.032 -0.027
N 1.13024 -1.81785 0.57794 0.086 0.062 0.051
C 2.38069 -2.16967 1.05953 0.017 -0.054 0.004
C 2.68497 -3.48074 0.91209 -0.022 0.024 -0.022
S 1.37225 -4.30910 0.20115 0.006 0.041 0.011
C 3.18996 -1.18805 1.77437 -0.007 -0.044 0.034
C 4.48746 -1.35478 2.12293 -0.014 0.016 -0.061
S 5.00797 -0.00163 3.01870 -0.043 0.002 0.065
C 3.44035 0.70210 2.88919 0.122 0.042 0.019
N 2.59921 -0.01776 2.20491 -0.101 0.032 -0.039
C 3.20346 2.02108 3.53368 0.006 0.021 0.010
H -1.35301 -1.89084 -0.39914 -0.008 0.005 -0.029
H -1.54397 -3.25068 0.65315 0.009 0.004 -0.010
H -1.16750 -3.54164 -1.06067 0.000 -0.002 -0.019
H 3.58171 -3.98593 1.22332 0.024 -0.017 0.000
H 5.14002 -2.17318 1.87489 0.020 -0.015 -0.009
H 4.04332 2.27515 4.17996 0.014 0.004 -0.004
H 2.29037 1.99752 4.12614 0.022 0.003 -0.009
H 3.09589 2.77576 2.75499 0.011 -0.009 0.025
C 0.98029 2.95526 -5.39716 0.005 0.000 0.001
C -0.11811 2.91169 -4.54935 -0.009 0.019 -0.010
C -0.21516 1.92504 -3.58013 0.045 -0.062 0.003
C 0.79865 0.97657 -3.46314 -0.089 0.010 -0.089
C 1.89485 1.01564 -4.31190 0.030 -0.039 0.025
C 1.98526 2.00764 -5.27763 0.000 -0.010 0.002
As 0.58108 -0.43266 -2.15378 -0.053 0.065 0.212
C 1.80837 -1.83112 -2.70457 0.006 0.002 -0.022
C 3.16677 -1.92663 -2.43992 0.014 0.006 -0.002
C 3.85913 -3.06429 -2.83928 -0.010 0.003 -0.005
C 3.19259 -4.09714 -3.48679 -0.009 0.007 -0.001
C 1.83296 -4.00364 -3.74781 0.017 -0.019 0.001
C 1.13112 -2.86840 -3.35906 -0.010 0.015 0.004
C -0.31804 -2.64660 -3.55767 0.002 -0.009 0.020
C -1.19106 -3.52310 -4.19128 0.010 0.004 -0.002
C -2.53750 -3.19981 -4.28935 -0.016 0.018 0.006
C -3.01555 -2.00037 -3.77647 0.018 -0.025 -0.010
C -2.15069 -1.11309 -3.14903 0.003 0.008 -0.019
C -0.81349 -1.44983 -3.03142 0.006 0.014 0.028
H 1.05389 3.73039 -6.15020 -0.002 0.004 -0.003
H -0.90794 3.64669 -4.64246 -0.009 0.000 0.011
H -1.07110 1.89739 -2.91556 -0.020 0.037 -0.015
H 2.69094 0.28968 -4.20677 -0.011 0.029 -0.012
H 2.84965 2.04455 -5.92870 0.002 -0.005 0.000
H 3.66848 -1.11873 -1.92364 0.010 -0.020 -0.009
H 4.92140 -3.14387 -2.64455 0.009 0.002 0.004
H 3.73675 -4.98250 -3.79235 0.003 -0.005 -0.001
H 1.32443 -4.81730 -4.25002 -0.003 -0.004 -0.003
H -0.82967 -4.45559 -4.60729 0.004 -0.011 -0.003
H -3.21851 -3.88925 -4.77246 -0.010 -0.005 -0.007
H -4.06619 -1.75194 -3.84752 -0.013 0.001 -0.001
H -2.53475 -0.18001 -2.75430 -0.007 -0.023 -0.009
S 0.44648 2.35973 2.16684 -0.134 0.056 0.052
C -0.64635 3.52933 1.51928 0.081 -0.113 -0.002
N -1.66874 3.91043 2.30610 -0.086 -0.049 0.140
C -2.62205 4.79286 1.95004 0.002 -0.017 -0.005
C -2.57151 5.38592 0.72365 -0.002 0.004 -0.007
C -1.51206 5.04773 -0.12849 -0.021 0.002 0.021
C -0.55879 4.13991 0.25853 0.026 0.019 -0.009
H -1.78858 3.42778 3.19994 0.001 -0.007 -0.091
H -3.40195 4.94936 2.68055 0.003 0.006 -0.003
H -3.34622 6.07400 0.42222 -0.003 0.006 0.002
H -1.45250 5.49239 -1.11325 0.005 -0.001 -0.007
H 0.25659 3.84567 -0.38493 -0.051 0.030 0.022
O 3.44740 1.93166 -1.94850 -0.029 0.011 0.028
S 2.84093 1.74612 -0.65858 0.074 0.149 0.000
O 3.52851 2.37596 0.44430 0.002 -0.021 -0.050
O 2.65195 0.24044 -0.38344 -0.033 -0.045 0.032
O 1.35136 2.10793 -0.66948 0.143 -0.040 -0.050
O -4.89764 1.52466 3.50798 -0.014 -0.002 0.004
S -3.55350 1.54000 3.99680 0.055 0.029 -0.047
O -3.08955 2.78029 4.59556 0.016 0.021 -0.005
N -2.45449 1.09758 2.86880 -0.037 0.074 0.050
C -1.82291 0.01835 3.21803 0.014 0.048 -0.161
S -0.57396 -0.76764 2.39180 0.106 0.093 0.062
C -2.27754 -0.58970 4.51433 -0.014 -0.043 0.059
C -1.84109 -1.73912 5.15194 -0.002 -0.001 -0.029
C -2.42720 -2.08346 6.36263 -0.012 0.007 0.014
C -3.42525 -1.29519 6.93036 0.005 0.003 -0.017
C -3.86054 -0.13944 6.29405 -0.005 -0.013 0.015
C -3.26497 0.18220 5.09331 0.022 0.020 -0.035
H -1.06455 -2.34505 4.70540 0.005 -0.005 0.004
H -2.10424 -2.98070 6.87481 0.001 -0.006 0.005
H -3.86699 -1.58737 7.87400 -0.003 -0.003 0.011
H -4.63750 0.48224 6.71800 -0.005 0.005 0.006
```
Positions in Å, forces in eV/Å.

net charge = -1
spin multiplicity = 1
LUMO level (spin up / spin down) = 1.8406 / 1.8559 eV
energy above the lowest of the compared OMol25 structures with the same formula, charge and spin = 0.9 kcal/mol
HOMO (spin up / spin down) = -4.051 / -4.046 eV

=====

- Which formula does entry 2 have?
  C39H30AsMoN4O6S9